Version A
The following is a DFT calculation (ωB97M-V with the def2-TZVPD basis set) of an isolated ion of composition C5H11N2 and charge +1.

Output
HOMO energy ... -12.706 eV
2S+1 ... 1
Orbital gap ... 9.07 eV
Molecular weight ... 99.2 g/mol
LUMO level ... -3.63 eV
Total charge ... +1

CARTESIAN COORDINATES (ANGSTROEM)
H 3.35 0.63 0.26
N 2.67 0.05 -0.21
C 1.47 0.16 0.01
C 0.27 -0.78 -0.86
N 0.14 -2.05 -0.08
C 0.04 0.44 0.04
C -0.10 1.75 -0.81
C -0.75 0.44 1.27
H 0.19 -0.94 -1.99
H 0.82 -2.69 -0.27
H -0.83 -2.57 -0.23
H 0.14 -1.73 0.91
H -1.10 1.85 -1.30
H 0.71 2.01 -1.54
H 0.06 2.64 -0.14
H -1.85 0.10 1.10
H -0.73 1.47 1.64
H -0.38 -0.22 2.07

=====

Version B
The following is a DFT calculation (ωB97M-V with the def2-TZVPD basis set) of an isolated ion of composition C5H11N2 and charge +1.

Output
HOMO energy ... -14.500 eV
2S+1 ... 1
Orbital gap ... 9.46 eV
Molecular weight ... 99.2 g/mol
LUMO level ... -5.04 eV
Total charge ... +1

CARTESIAN COORDINATES (ANGSTROEM)
C 1.41 -1.55 0.50
N 1.10 -0.35 0.21
C 2.09 0.66 0.13
C -0.29 -0.10 -0.05
C -0.54 0.98 -1.13
N -1.11 -0.51 0.83
C -2.49 -0.35 0.59
H 2.44 -1.78 0.70
H 0.64 -2.29 0.65
H 1.67 1.49 0.60
H 2.93 0.35 0.73
H 2.38 0.92 -0.93
H -1.38 1.62 -0.88
H -0.81 0.43 -2.05
H 0.32 1.53 -1.52
H -2.58 0.48 -0.12
H -2.90 -0.33 1.61
H -2.88 -1.19 0.12

=====

Relative energies, unit kJ/mol: version A 157.8; version B 0.0